Entry a
Here is C6H8N4 in the gas phase from the Open Molecules 2025 dataset. Energies are from ωB97M-V/def2-TZVPD.

Each line ends with the Mulliken charge.
Positions of all 18 atoms, in Å:
C 0.64 2.61 1.67  0.363
C -1.12 1.70 -1.42  -0.763
C 0.42 -0.11 -0.35  -1.065
C 0.88 -1.76 1.30  -0.250
C -0.51 1.10 -0.03  0.606
C 0.21 2.35 0.37  -0.073
N 1.01 2.59 2.77  -0.585
N -0.34 2.88 -1.67  -0.584
N 0.24 3.31 -0.58  -0.331
N 1.16 -0.63 0.69  0.113
H -1.20 1.00 -2.31  0.310
H -2.06 2.11 -1.22  0.347
H -0.18 -0.93 -0.83  0.382
H 0.94 0.19 -1.26  0.363
H -0.06 -2.21 1.24  0.304
H 1.53 -2.22 2.10  0.254
H -1.32 0.80 0.75  0.275
H 2.20 -0.44 0.69  0.335

Results
Kohn-Sham gap (spin up / spin down) = 5.2 / 3.0 eV
HOMO (spin up / spin down) = -6.909 / -5.819 eV


Entry b
Here is 2 unconnected molecules or ions with the total composition C6H8N4 from the Open Molecules 2025 dataset. Energies are from ωB97M-V/def2-TZVPD.

Each line ends with the Mulliken charge.
Positions of all 18 atoms, in Å:
C 3.10 -1.06 -1.99  -0.184
C 2.61 -2.11 -1.24  -0.340
N 1.34 -1.67 -0.90  -0.011
C 1.07 -0.64 -1.59  -0.209
N 2.09 -0.13 -2.27  -0.585
H 4.12 -0.96 -2.37  0.368
H 3.13 -3.02 -0.93  0.347
H 0.65 -2.17 -0.34  0.224
H 0.15 -0.05 -1.58  0.388
C -3.23 1.09 1.28  -0.349
C -2.39 2.16 1.08  -0.160
N -1.19 1.75 1.58  -0.046
C -1.32 0.46 1.94  -0.245
N -2.53 -0.04 1.74  -0.549
H -4.31 1.14 1.12  0.364
H -2.47 3.15 0.64  0.370
H -0.32 2.29 1.62  0.218
H -0.51 -0.21 2.21  0.401

Results
Kohn-Sham gap = 9.6 eV
SMILES string = c1c[nH]cn1.c1c[nH]cn1
HOMO = -8.935 eV


Entry c
Here is C6H8N4 in the gas phase from the Open Molecules 2025 dataset. Energies are from ωB97M-V/def2-TZVPD.

Each line ends with the Mulliken charge.
Positions of all 18 atoms, in Å:
N -0.90 2.17 -1.07  -0.496
N -0.04 1.74 -0.12  0.289
N 1.22 2.39 -0.23  -0.672
N 0.45 0.11 -0.43  -0.353
C 0.63 -0.63 0.75  0.660
C 1.08 -2.08 0.31  -0.646
C 0.24 -2.31 -0.66  -0.659
C -0.53 -1.01 -0.48  0.349
C -1.47 -0.83 0.71  -0.539
C -0.56 -0.48 1.64  -0.538
H -1.84 1.70 -0.74  0.292
H -0.69 2.15 -2.04  0.232
H 1.71 2.14 -1.04  0.277
H 1.89 2.02 0.41  0.284
H 1.92 -2.56 0.70  0.415
H 0.10 -3.18 -1.23  0.428
H -2.38 -1.35 0.83  0.424
H -0.82 0.02 2.67  0.252

Results
Kohn-Sham gap (spin up / spin down) = 8.2 / 8.2 eV
SMILES string = NN(N)N1[C@]23C=C[C@]12C=C3
HOMO (spin up / spin down) = -7.517 / -7.517 eV


It is entry c that is the least stable of them.